Entry 1:
{"formula": "C9H18Cl3CrO9", "method": "ωB97M-V/def2-TZVPD", "s2": 6.01, "de_lowest_ev": 0.000, "fmax_ev_per_a": 1.40, "orbital_gap_ev": [6.4, 7.7], "energy_ha": -3456.16321, "homo_ev": [-4.0, -5.3], "spin_multiplicity": 5, "charge": -1, "elements": ["H", "H", "Cr", "C", "C", "O", "O", "H", "H", "O", "Cl", "C", "O", "Cl", "H", "H", "H", "O", "H", "C", "O", "O", "H", "Cl", "H", "C", "H", "H", "H", "H", "C", "O", "C", "C", "H", "H", "C", "H", "O", "H"], "coordinates": [[-0.683, 1.185, 3.688], [-1.210, 1.885, -3.272], [-1.517, 1.270, 0.292], [-3.734, -1.300, -1.965], [-0.475, 1.141, -3.587], [-1.330, -0.980, -0.796], [1.066, 0.100, 3.469], [3.288, -2.524, 2.328], [0.499, 1.478, 4.927], [2.213, 1.753, -1.496], [-3.143, 2.051, -1.522], [1.004, -0.197, 2.172], [0.321, 0.383, 1.377], [-3.146, -0.204, 1.708], [3.383, 2.890, -0.271], [2.747, 1.438, 0.504], [3.309, -1.104, 3.277], [0.845, 1.430, -3.132], [1.179, -3.611, -1.346], [0.387, 1.289, 3.856], [-2.737, -2.341, -1.917], [1.816, -1.191, 1.849], [-0.466, 1.145, -4.674], [-1.108, 3.341, 1.609], [-0.810, 0.178, -3.199], [-1.609, -2.020, -1.321], [0.948, -1.905, -1.351], [0.557, -2.929, 0.146], [-4.265, -1.375, -2.911], [-3.265, -0.316, -1.917], [0.541, -2.822, -0.935], [0.017, 1.714, -1.071], [2.620, -1.822, 2.827], [0.944, 1.639, -1.831], [2.016, -2.341, 3.566], [1.682, 2.788, 0.234], [2.517, 2.235, -0.205], [0.804, 2.170, 3.372], [-0.797, -3.099, -1.357], [-4.409, -1.423, -1.122]]}

---

Entry 2:
{"formula": "C8H7FO", "method": "ωB97M-V/def2-TZVPD", "de_lowest_ev": 5.491, "fmax_ev_per_a": 7.54, "orbital_gap_ev": [7.1, 7.0], "energy_ha": -483.91426, "homo_ev": [-7.4, -7.1], "elements": ["C", "H", "H", "C", "O", "F", "H", "C", "C", "H", "H", "C", "C", "C", "H", "H", "C"], "coordinates": [[1.334, 0.903, 0.529], [-0.977, -1.856, -0.587], [-2.235, -0.344, 3.251], [-2.150, -0.770, 2.373], [1.309, -0.030, -1.581], [-2.941, -1.283, -0.965], [3.129, -0.612, -1.677], [-2.180, -0.908, 1.135], [0.540, 0.668, -0.589], [3.470, 0.533, 0.899], [-1.101, 0.735, -1.890], [2.600, 0.459, 0.274], [-0.827, 0.801, -0.813], [2.542, -0.085, -1.054], [-1.519, 1.495, -0.332], [0.899, 1.556, 1.251], [-1.892, -1.262, -0.225]]}

---

Entry 3:
{"formula": "C36H47N4OP2PdS2Si2", "method": "ωB97M-V/def2-TZVPD", "s2": 6.03, "de_lowest_ev": 1.217, "fmax_ev_per_a": 0.95, "orbital_gap_ev": [7.9, 5.5], "energy_ha": -3880.01681, "homo_ev": [-10.2, -11.0], "spin_multiplicity": 5, "charge": 1, "elements": ["C", "H", "C", "C", "H", "H", "H", "C", "H", "H", "H", "C", "C", "H", "H", "H", "H", "C", "S", "H", "H", "H", "C", "H", "O", "H", "C", "H", "H", "C", "H", "C", "C", "C", "H", "Si", "C", "C", "C", "H", "C", "H", "S", "H", "P", "N", "C", "N", "Pd", "C", "C", "H", "H", "N", "C", "H", "C", "H", "H", "C", "N", "H", "H", "C", "H", "H", "C", "C", "C", "C", "C", "H", "H", "C", "C", "H", "H", "H", "P", "H", "H", "H", "H", "H", "H", "C", "Si", "C", "H", "C", "H", "H", "C", "H", "C"], "coordinates": [[-3.130, 2.687, 3.341], [1.920, -0.075, 5.648], [1.095, -6.269, -0.262], [2.736, -2.899, -1.530], [4.284, 0.327, -1.153], [-2.968, 5.110, -3.100], [1.706, 5.180, -2.947], [-4.438, 3.030, 3.033], [-5.095, 3.411, 3.804], [-1.275, 1.926, 2.587], [-1.802, 1.491, -5.074], [2.404, 1.364, 2.312], [2.562, 2.084, -4.031], [-2.205, -5.454, -0.494], [-5.134, -0.167, -0.742], [3.391, -3.730, -1.254], [-4.456, 2.272, -0.267], [-1.729, 1.457, -2.936], [-0.869, 0.273, 5.544], [-4.085, -1.904, 1.265], [4.889, -0.185, 0.420], [2.371, 0.275, -2.863], [1.857, 4.108, -2.926], [-5.101, -1.218, -2.163], [0.871, -1.302, 4.323], [1.911, -2.014, 2.023], [-1.398, -6.175, -0.385], [-2.582, -2.811, 1.121], [-4.026, -3.354, 0.260], [-1.957, 2.172, -1.762], [5.224, 3.833, 1.413], [4.434, 3.138, 1.667], [-2.167, -2.427, -2.289], [-0.120, -4.232, 0.178], [-2.651, -3.401, -2.396], [-2.977, -1.409, -0.914], [1.751, 2.006, -1.775], [-2.431, 3.360, -4.219], [-2.298, 2.190, 2.350], [3.040, 1.621, 4.346], [-4.509, -0.523, -1.563], [1.369, -1.622, 6.316], [-1.389, -1.140, 3.099], [2.700, -1.594, 5.122], [1.441, 1.072, -0.264], [1.481, -0.500, -0.542], [-1.971, 2.052, -4.164], [-0.139, -3.121, 0.500], [-0.149, -0.763, 1.101], [-3.460, -2.473, 0.573], [-2.767, 2.037, 1.045], [-2.251, -1.914, -3.249], [-4.250, 0.330, -2.194], [-0.127, -5.476, -0.230], [3.625, 2.621, 0.665], [-2.649, 3.814, -5.177], [1.551, 3.384, -1.787], [-2.753, 2.798, 4.349], [2.618, 4.034, -4.925], [-2.390, 3.495, -1.819], [-1.790, -0.260, -0.374], [3.646, -1.732, 2.132], [3.023, -3.280, 1.561], [2.369, 3.457, -4.043], [5.220, -1.160, -1.014], [-1.381, 0.433, -2.869], [-4.082, 2.384, 0.744], [3.207, 1.887, 3.311], [2.865, -2.200, 1.528], [-0.072, 1.482, 0.494], [-4.911, 2.879, 1.738], [-1.108, -2.582, -2.076], [1.090, -6.888, -1.159], [1.768, -1.130, 5.429], [2.243, 1.350, -2.897], [1.962, -5.617, -0.295], [1.714, -3.263, -1.621], [2.967, 1.583, -4.901], [-1.661, 1.321, -0.200], [1.170, -6.916, 0.615], [1.166, 3.874, -0.899], [-1.607, -6.812, 0.478], [3.053, -2.547, -2.514], [-5.933, 3.146, 1.502], [1.608, 0.673, 2.562], [4.224, 2.776, 2.988], [2.870, -1.519, -0.250], [4.467, -0.543, -0.519], [3.796, 2.915, -0.363], [2.606, 1.730, 0.980], [4.851, 3.185, 3.770], [-1.356, -6.795, -1.280], [-2.626, 4.084, -3.051], [-2.560, 4.053, -0.907], [-0.335, -0.765, 4.389]]}

---

Entry 4:
{"formula": "H2N2O3S", "method": "ωB97M-V/def2-TZVPD", "s2": 2.01, "de_lowest_ev": 2.220, "fmax_ev_per_a": 3.38, "orbital_gap_ev": [6.9, 8.2], "energy_ha": -734.38239, "homo_ev": [-6.8, -10.8], "spin_multiplicity": 3, "elements": ["O", "N", "S", "H", "N", "O", "O", "H"], "coordinates": [[2.298, -1.026, -0.050], [-0.345, -0.301, 0.173], [1.529, 0.106, -0.433], [-2.513, -1.033, 0.409], [-1.215, -0.234, -0.717], [1.776, 1.354, 0.575], [-2.491, -0.640, -0.471], [0.960, 1.773, 0.514]]}